Entry 1:
Density functional theory data (the ωB97M-V functional and the def2-TZVPD basis) for C19H32O2 in the gas phase.

```
53
Properties=species:S:1:pos:R:3:forces:R:3
C 2.680 -2.486 -4.624 0.1 -0.3 0.2
C 1.595 -0.787 -3.405 0.0 0.2 -0.1
H 0.379 0.717 -1.476 0.0 0.1 0.1
H 3.464 0.073 2.768 0.0 0.0 0.1
H 3.549 -2.506 -5.280 -0.1 0.0 0.0
H -1.073 -2.818 1.803 -0.1 -0.1 -0.1
H -1.188 -0.767 5.060 -0.1 0.0 0.0
H 4.220 0.611 1.268 0.1 0.0 0.0
C 1.310 0.695 -3.403 -0.2 0.1 0.3
H -1.194 -0.562 -2.768 0.0 -0.2 -0.1
H 2.166 -0.540 -0.354 0.0 -0.1 -0.1
H 2.063 1.668 0.571 -0.1 0.1 0.0
H -2.274 2.248 -2.310 0.0 0.1 0.0
H -2.783 -0.186 4.599 0.0 -0.1 0.1
H -2.828 -0.397 -0.890 -0.1 -0.1 0.0
H 2.229 1.192 -3.076 0.0 0.0 -0.1
H 1.012 -2.357 0.572 0.0 -0.1 -0.2
C -2.405 1.163 -2.316 -0.1 -0.4 0.0
H 1.305 1.105 2.061 0.0 0.1 -0.1
C 0.555 -1.571 2.554 0.0 0.1 0.0
C -2.757 0.692 -0.902 0.2 0.3 -0.1
H 3.669 1.802 2.455 0.1 0.1 0.1
H -0.976 2.491 2.430 0.1 0.1 0.1
H 1.119 -2.333 3.108 0.0 0.1 0.0
H -3.749 1.087 -0.665 -0.1 -0.1 0.0
H -2.868 -1.924 3.058 -0.1 -0.1 -0.1
C -1.883 -1.497 3.188 0.0 -0.2 0.1
C -1.178 0.511 -2.954 0.0 0.4 0.1
C -1.781 -0.400 4.216 0.1 0.0 -0.1
H -1.245 0.660 -4.036 0.0 -0.1 0.0
C -2.448 1.139 1.571 0.2 0.1 -0.1
C -1.171 0.894 3.736 0.0 0.1 0.2
H -0.918 0.488 0.219 0.1 0.0 0.0
H 0.096 2.171 -2.442 0.0 0.1 0.1
H -3.266 0.944 -2.953 0.0 0.1 0.0
H 0.644 -0.629 3.093 0.1 -0.1 0.0
H -3.286 1.845 1.568 0.0 0.0 0.0
C -1.475 1.551 2.628 -0.1 0.0 -0.1
C -1.785 1.147 0.188 -0.4 -0.2 0.1
H -2.841 0.146 1.781 -0.1 0.0 0.0
H 2.926 -2.898 -3.643 0.0 0.0 -0.2
C 0.157 1.084 -2.477 0.1 -0.4 -0.2
H 1.865 -3.064 -5.060 0.0 0.0 0.0
H 1.118 1.008 -4.430 0.1 0.0 0.0
H -1.438 2.158 -0.031 0.1 0.1 0.0
C 1.778 -0.436 0.652 0.1 0.2 -0.1
C -0.878 -2.007 2.492 0.0 0.0 0.0
O 1.281 -1.572 -2.552 -0.1 -0.1 0.1
C 2.073 0.873 1.319 0.0 -0.1 0.2
C 3.444 0.841 1.996 -0.1 0.1 -0.1
C 1.142 -1.472 1.179 0.0 0.0 0.1
H -0.450 1.332 4.413 0.1 0.1 0.0
O 2.297 -1.123 -4.499 0.1 0.3 -0.2
```
Forces are in eV/Å.

HOMO energy	-8.851	eV
E_tot	-893.601099	Ha
total charge	0
frontier orbital gap	9.7	eV
SMILES	CC/C=C\C/C=C\C/C=C\CCCCCCCC(=O)OC
ΔE to the lowest compared entry with this formula, charge and spin	17.7	kJ/mol

=====

Entry 2:
Density functional theory data (the ωB97M-V functional and the def2-TZVPD basis) for C4H7NO2 in the gas phase at a distorted geometry.

```
14
Properties=species:S:1:pos:R:3:forces:R:3
O 2.558 0.313 -0.551 1.5 5.7 -3.4
H -3.182 0.999 -0.109 1.0 1.0 0.0
N 0.631 -0.650 0.062 -0.4 -2.8 1.4
H 2.220 1.364 -0.691 1.0 -4.6 1.3
H 2.270 -0.065 1.353 -0.3 0.3 1.7
C -1.780 -0.650 -0.179 1.7 2.2 0.7
C -0.477 0.108 0.088 -1.7 3.9 0.3
H -4.029 -0.550 -0.047 3.3 0.5 -0.7
C 2.012 -0.433 0.403 -1.4 0.3 -1.0
O -0.535 1.395 0.298 1.1 -5.1 -0.8
H -1.880 -1.664 -0.133 0.7 -2.8 -0.1
H 2.263 -1.468 0.226 2.1 0.0 0.5
C -2.916 -0.029 -0.163 -5.7 -0.3 0.6
H 0.711 -1.705 0.102 -2.8 1.8 -0.6
```
Forces are in eV/Å.

HOMO energy	-9.829	eV
E_tot	-361.739728	Ha
total charge	0
frontier orbital gap	10.5	eV
SMILES	C=CC(=O)NCO
ΔE to the lowest compared entry with this formula, charge and spin	370.5	kJ/mol

=====

Entry 3:
Density functional theory data (the ωB97M-V functional and the def2-TZVPD basis) for 6 unconnected molecules or ions with the total composition C30H72BN7O10S.

```
121
Properties=species:S:1:pos:R:3:forces:R:3
H -1.425 2.971 0.646 0.0 0.1 0.0
O -0.191 7.178 3.615 0.0 0.0 0.1
H 1.820 7.402 3.755 0.0 0.0 0.0
H 3.833 -6.534 2.944 0.1 0.0 0.1
H -2.401 9.807 6.066 0.0 0.0 0.0
O 2.850 5.460 -4.443 0.2 0.0 0.0
H 4.097 -11.638 -3.751 0.0 0.0 0.0
H 2.006 -8.683 -4.488 0.1 0.0 0.0
H 1.562 3.976 -1.116 0.0 0.1 -0.1
N 2.824 -6.108 -0.437 -0.1 0.0 -0.1
H -0.043 6.543 -4.760 -0.1 0.0 -0.1
H 0.646 4.881 2.584 0.0 0.0 0.0
H 5.426 -2.157 3.376 0.0 -0.1 0.0
H 0.888 6.609 -6.903 0.0 0.0 0.0
C -1.026 4.785 -1.397 -0.1 0.0 -0.1
H 1.370 2.516 -1.756 0.0 0.0 -0.1
O -1.687 -3.251 0.324 0.2 -0.2 -0.2
C 2.151 -10.846 -4.238 0.0 0.0 0.2
H -4.526 0.603 1.565 0.1 -0.2 -0.1
H -2.309 -4.787 3.120 0.0 0.0 -0.2
C 1.173 5.801 -6.221 0.0 -0.1 0.0
C -1.630 9.121 5.719 0.0 0.0 0.1
C 3.467 -10.794 -3.470 0.1 0.0 -0.1
C -5.816 1.462 -0.889 -0.1 0.1 -0.1
C 3.960 -0.625 3.017 -0.1 -0.1 -0.1
H 4.181 4.308 -5.554 0.0 0.0 0.0
C -1.955 -3.772 2.943 0.3 -0.1 0.0
H -1.976 4.848 -0.862 0.0 0.0 0.0
O 0.523 3.496 1.097 -0.1 0.0 0.0
H 0.841 -8.109 -1.329 0.0 0.0 0.0
H -0.958 2.702 -1.816 0.0 -0.1 0.0
H -0.946 4.792 1.811 0.0 0.0 0.0
O -2.979 -1.744 1.684 0.3 0.2 0.0
C 5.329 -5.514 1.940 0.1 0.6 0.4
H -7.147 1.726 1.352 0.0 -0.1 0.0
H -1.934 6.216 3.840 0.0 0.0 0.0
H 3.803 -2.612 3.880 -0.1 0.0 0.0
H -0.822 9.727 5.308 0.0 0.0 0.0
H -3.004 8.324 2.803 -0.1 0.0 0.0
H 3.025 -0.514 2.469 -0.1 -0.1 0.1
H -0.159 -2.719 2.476 0.2 0.0 0.2
H -1.853 -4.057 -0.192 -0.1 0.1 0.1
H -1.223 4.968 -2.454 0.0 0.0 0.0
C 4.073 -5.501 2.679 -0.5 -0.5 -0.3
H 0.426 5.571 0.978 -0.1 0.1 0.0
H -3.159 7.792 5.071 0.0 -0.1 0.0
H 0.573 -9.594 -4.968 0.0 0.0 0.0
C 3.500 4.233 -4.699 -0.1 0.0 0.1
O 4.239 -2.761 1.839 -0.3 0.0 0.8
H 1.551 -6.376 2.772 0.1 0.0 0.1
H -6.177 2.313 -1.474 0.0 0.0 0.0
H -6.259 -0.632 1.180 0.0 0.0 0.0
B 3.040 -3.353 1.580 0.1 0.5 -0.2
C 2.500 6.223 -5.576 -0.1 0.1 0.0
C 0.133 4.749 1.634 0.2 0.0 0.0
H -5.995 -1.226 -0.461 0.0 0.0 0.0
C 1.498 -8.684 -1.981 -0.1 -0.1 0.0
H 3.319 6.228 -6.309 0.0 -0.1 0.0
H -7.601 -1.296 0.267 0.0 0.0 0.0
H -3.707 0.389 -0.004 0.0 0.0 0.0
C -0.414 2.895 0.226 0.0 -0.2 0.0
H 1.717 -4.919 3.716 -0.1 0.1 0.0
C -0.381 3.414 -1.217 0.0 0.2 0.0
C 0.927 7.701 4.305 0.0 0.0 -0.1
H -5.211 0.840 -1.562 0.0 -0.1 0.0
H -1.246 8.577 6.585 0.0 0.0 0.0
C 1.362 -9.530 -4.213 -0.1 0.0 -0.2
N -7.796 1.434 0.626 0.1 0.1 -0.1
H 4.016 -9.875 -3.684 0.0 0.0 0.0
H 2.151 4.519 -7.682 0.0 0.0 0.0
O -5.002 2.021 0.122 0.1 0.0 -0.1
H 0.538 -12.095 -4.338 0.1 -0.1 0.0
H 2.781 3.429 -4.871 0.1 0.0 -0.1
C -6.696 -0.695 0.184 0.0 -0.1 -0.1
C 0.242 -4.822 2.094 -0.2 0.4 0.8
H -0.088 -3.708 3.938 0.1 0.0 0.0
C 1.578 -5.286 2.698 0.0 -0.2 -0.4
C 2.813 -5.599 0.593 0.0 -0.1 -0.1
H 4.712 -0.048 2.483 0.0 0.0 0.1
C -7.035 0.683 -0.377 0.1 -0.1 0.2
H 2.387 7.248 -5.212 0.0 0.0 0.0
H -7.691 0.533 -1.241 0.0 0.0 0.0
H 4.077 3.981 -3.809 0.0 0.0 0.0
H 3.310 -10.856 -2.393 0.0 0.0 0.0
N 1.360 -11.980 -3.752 -0.1 0.1 -0.1
H 0.905 8.793 4.343 0.0 0.0 0.1
H 0.376 -4.479 1.074 0.0 -0.2 -0.1
S -2.768 -3.138 1.483 -0.7 0.2 0.4
H 3.829 -0.227 4.023 0.1 0.1 0.0
C 4.373 -2.079 3.110 0.4 0.0 -0.3
C -0.424 -3.688 2.901 -0.4 0.1 -0.3
H 0.438 5.033 -4.497 0.0 0.0 0.0
C -4.081 1.121 0.715 -0.1 0.2 0.1
C -1.337 6.935 4.409 -0.1 -0.1 0.0
N 0.102 5.655 -5.231 0.1 0.1 0.1
H -8.126 2.303 0.218 -0.1 0.0 0.0
H 1.293 3.634 -6.412 0.0 0.0 0.0
C 1.263 4.521 -7.046 0.0 0.0 -0.1
N 6.366 -5.413 1.465 0.2 -0.2 -0.3
H -2.352 -3.146 3.741 -0.1 0.1 -0.1
O -3.873 -3.978 1.148 0.1 -0.3 -0.1
H -0.451 -5.665 2.100 0.1 -0.1 -0.2
H -1.048 6.443 5.348 0.0 0.1 0.0
H 0.991 7.303 5.322 0.0 0.0 0.0
H 1.760 -2.882 0.177 -0.4 0.1 0.3
H -0.377 5.587 -1.045 0.0 0.0 0.0
N -2.506 8.921 3.457 0.0 -0.2 -0.1
H 4.202 -4.951 3.610 0.1 0.1 0.0
H 2.251 -8.010 -2.391 0.0 0.0 0.0
H 2.392 -11.041 -5.288 0.0 0.0 0.0
H 0.387 4.428 -7.687 0.0 0.0 0.0
C -2.209 8.168 4.678 0.1 0.2 0.0
H -1.625 9.126 2.993 0.0 0.1 0.0
O 2.004 -2.593 1.068 0.5 -0.3 -0.5
N 0.979 3.454 -1.765 0.0 -0.2 0.0
H -3.240 1.707 1.086 0.0 0.0 0.0
H 0.987 -11.729 -2.840 0.1 0.0 0.0
H 1.987 -9.452 -1.375 0.1 0.1 0.0
C 2.855 -4.932 1.890 0.3 0.0 0.2
O 0.695 -9.260 -2.997 0.1 0.0 0.0
H -0.153 1.833 0.209 0.0 0.0 0.0
```
Forces are in eV/Å.

HOMO energy	-8.951	eV
E_tot	-2744.927482	Ha
total charge	0
frontier orbital gap	8.9	eV
SMILES	CCOB(O)[C@@](C#N)(CC#N)CCCCS(=O)(=O)O.COC[C@@H](C)N.COC[C@@H](C)N.COC[C@@H](C)N.COC[C@@H](C)N.COC[C@@H](C)N